Run one
22
Properties=species:S:1:pos:R:3:nbo_charge:R:1 method="wB97M-V/def2-TZVPD" lumo_ev="-0.92 / -0.92" homo_lumo_gap_ev="7.477 / 7.478" homo_ev="-8.399 / -8.400"
C -0.44 0.05 0.62 -0.09
C 0.27 0.56 -0.44 0.15
C -0.99 1.15 1.34 0.19
C -0.65 2.37 0.41 0.58
C -0.67 -1.39 0.97 -0.43
C 0.48 -2.15 0.35 -0.39
C 0.60 -1.77 -1.14 -0.41
C 1.04 -0.29 -1.30 -0.21
N -1.53 1.06 2.47 -0.55
N 0.08 1.86 -0.61 -0.14
O -1.14 3.50 0.44 -0.58
O 0.46 2.49 -1.72 -0.50
Br 3.07 -0.24 -1.09 -0.06
H -0.58 -1.58 2.03 0.24
H -1.66 -1.54 0.65 0.22
H 1.52 -1.87 0.74 0.22
H 0.24 -3.23 0.51 0.22
H 1.25 -2.38 -1.61 0.22
H -0.43 -1.90 -1.50 0.21
H 1.02 0.16 -2.30 0.25
H -1.82 1.91 2.88 0.36
H -0.09 3.24 -1.70 0.49

---

Run two
22
Properties=species:S:1:pos:R:3:nbo_charge:R:1 method="wB97M-V/def2-TZVPD" lumo_ev=0.11 homo_lumo_gap_ev=9.275 homo_ev=-9.163 smiles="BrNOCc1ccccc1.N=C=O"
C -2.92 -0.91 -0.86 -0.20
C -2.64 -0.70 0.49 -0.21
C -2.00 -1.29 -1.86 -0.21
C -1.35 -0.91 0.89 -0.21
C -0.72 -1.37 -1.47 -0.22
C -0.43 -1.27 -0.10 -0.04
C 1.72 4.24 0.87 0.85
C 0.98 -1.75 0.29 -0.11
N 2.57 4.11 0.07 -0.76
N 1.84 0.32 0.88 -0.28
O 1.15 4.43 1.86 -0.52
O 1.62 -0.91 1.31 -0.36
Br 3.56 0.43 -0.19 -0.04
H -4.02 -0.89 -1.23 0.21
H -3.39 -0.34 1.13 0.22
H -2.35 -1.40 -2.90 0.22
H -1.07 -0.77 1.90 0.22
H 0.00 -1.88 -2.16 0.21
H 0.77 -2.77 0.56 0.22
H 1.62 -1.70 -0.56 0.20
H 2.16 0.74 1.82 0.37
H 2.92 4.61 -0.74 0.43

---

Pick run one: it beats the second-best structure by 0.851 eV.

---

Run one
62
Properties=species:S:1:pos:R:3:nbo_charge:R:1 method="wB97M-V/def2-TZVPD" lumo_ev=-0.14 homo_lumo_gap_ev=8.119 homo_ev=-8.254 smiles="CCCCOc1ccc(/C=C/C(=O)OCC(=O)NC(=O)NCC(C)C)cc1OCC"
C 8.91 0.02 0.38 -0.60
C 7.53 -0.57 0.14 -0.40
C 6.79 -0.82 1.46 -0.41
C 5.39 -1.37 1.24 -0.06
O 4.60 -0.34 0.67 -0.53
C 3.30 -0.58 0.36 0.33
C 2.67 -1.80 0.59 -0.30
C 1.34 -2.00 0.30 -0.17
C 0.57 -0.97 -0.25 -0.13
C 1.21 0.25 -0.50 -0.19
C 2.55 0.47 -0.22 0.24
O 2.98 1.73 -0.48 -0.50
C 4.33 1.99 -0.84 -0.06
C 4.73 1.29 -2.13 -0.64
H 5.73 1.60 -2.43 0.22
H 4.73 0.21 -1.99 0.21
H 4.03 1.53 -2.92 0.21
H 5.01 1.72 -0.03 0.19
H 4.35 3.07 -0.98 0.19
H 0.65 1.07 -0.92 0.23
C -0.83 -1.10 -0.57 -0.05
C -1.61 -2.18 -0.37 -0.35
C -3.01 -2.14 -0.76 0.76
O -3.59 -1.22 -1.30 -0.60
O -3.66 -3.29 -0.41 -0.51
C -5.02 -3.35 -0.79 -0.17
C -5.80 -2.11 -0.36 0.69
O -6.68 -1.63 -1.04 -0.61
N -5.45 -1.66 0.88 -0.67
C -5.65 -0.35 1.42 0.80
O -5.03 -0.05 2.41 -0.64
N -6.54 0.39 0.76 -0.63
H -6.91 0.01 -0.11 0.43
C -6.63 1.82 0.97 -0.22
H -6.12 2.03 1.91 0.23
C -6.00 2.61 -0.18 -0.22
C -6.15 4.11 0.10 -0.60
H -5.75 4.69 -0.72 0.21
H -7.20 4.37 0.23 0.21
H -5.62 4.38 1.01 0.20
C -4.53 2.24 -0.35 -0.62
H -4.07 2.87 -1.12 0.21
H -4.42 1.20 -0.66 0.23
H -3.99 2.39 0.58 0.21
H -6.54 2.37 -1.10 0.19
H -7.69 2.09 1.08 0.19
H -4.73 -2.17 1.38 0.42
H -5.11 -3.43 -1.88 0.22
H -5.43 -4.24 -0.32 0.22
H -1.27 -3.10 0.07 0.22
H -1.30 -0.23 -1.01 0.23
H 0.89 -2.96 0.50 0.21
H 3.23 -2.62 1.02 0.22
H 4.95 -1.68 2.20 0.18
H 5.42 -2.24 0.57 0.17
H 7.35 -1.54 2.07 0.21
H 6.72 0.11 2.02 0.21
H 7.62 -1.52 -0.40 0.19
H 6.94 0.11 -0.47 0.20
H 8.84 0.97 0.90 0.20
H 9.42 0.18 -0.57 0.21
H 9.52 -0.66 0.98 0.20

---

Run two
62
Properties=species:S:1:pos:R:3:nbo_charge:R:1 method="wB97M-V/def2-TZVPD" lumo_ev=-0.19 homo_lumo_gap_ev=7.898 homo_ev=-8.091 smiles="CCCCOc1ccc(/C=C/C(=O)OCC(=O)NC(=O)NCC(C)C)cc1OCC"
C 8.55 -0.23 -3.95 -0.60
C 7.55 -1.37 -4.00 -0.39
C 6.12 -0.86 -4.21 -0.43
C 5.12 -2.02 -4.28 -0.06
O 3.80 -1.57 -4.51 -0.47
C 3.08 -1.01 -3.51 0.29
C 3.47 -0.92 -2.18 -0.25
C 2.65 -0.33 -1.23 -0.18
C 1.41 0.19 -1.59 -0.12
C 1.01 0.09 -2.93 -0.26
C 1.82 -0.49 -3.89 0.27
O 1.53 -0.61 -5.21 -0.48
C 0.26 -0.24 -5.69 -0.06
C -0.82 -1.27 -5.35 -0.64
H -1.77 -0.97 -5.80 0.22
H -0.54 -2.24 -5.74 0.22
H -0.95 -1.36 -4.27 0.21
H 0.38 -0.19 -6.78 0.20
H -0.03 0.75 -5.33 0.17
H 0.05 0.50 -3.20 0.22
C 0.52 0.82 -0.65 -0.06
C 0.71 1.00 0.67 -0.35
C -0.31 1.67 1.46 0.78
O -1.35 2.13 1.05 -0.64
O 0.05 1.73 2.76 -0.49
C -0.78 2.47 3.65 -0.17
C -1.95 1.64 4.21 0.66
O -2.04 1.41 5.40 -0.61
N -2.83 1.23 3.27 -0.67
C -4.01 0.45 3.44 0.79
O -4.69 0.22 2.47 -0.64
N -4.23 0.03 4.69 -0.63
H -3.60 0.33 5.42 0.43
C -5.44 -0.68 5.05 -0.22
H -5.16 -1.63 5.53 0.19
C -6.32 0.14 6.01 -0.22
C -6.76 1.44 5.35 -0.61
H -7.33 1.23 4.44 0.21
H -7.39 2.02 6.02 0.21
H -5.90 2.05 5.08 0.21
C -7.52 -0.69 6.44 -0.60
H -8.13 -0.95 5.57 0.20
H -8.14 -0.13 7.13 0.21
H -7.21 -1.61 6.92 0.21
H -5.72 0.38 6.90 0.19
H -5.98 -0.89 4.13 0.23
H -2.67 1.52 2.31 0.45
H -0.15 2.78 4.48 0.22
H -1.19 3.34 3.13 0.22
H 1.58 0.67 1.20 0.22
H -0.41 1.20 -1.06 0.22
H 2.99 -0.28 -0.21 0.21
H 4.43 -1.31 -1.86 0.21
H 5.17 -2.63 -3.37 0.17
H 5.34 -2.65 -5.14 0.20
H 5.85 -0.19 -3.40 0.20
H 6.06 -0.30 -5.14 0.21
H 7.60 -1.95 -3.07 0.19
H 7.81 -2.05 -4.82 0.20
H 8.53 0.34 -4.87 0.20
H 9.56 -0.61 -3.80 0.21
H 8.31 0.45 -3.13 0.20

---

Pick run two: it beats the second-best structure by 0.060 eV.

---

Run one
44
Properties=species:S:1:pos:R:3:nbo_charge:R:1 method="wB97M-V/def2-TZVPD" lumo_ev=0.38 homo_lumo_gap_ev=8.344 homo_ev=-7.968 smiles="CCCOc1ccc([C@H]2C(C#N)=C(N)Oc3nc[nH]c(=O)c32)cc1OC"
C -4.67 -1.80 0.15 -0.61
C -4.35 -0.94 -1.06 -0.43
C -4.23 0.54 -0.67 -0.06
O -3.20 0.78 0.26 -0.52
C -1.88 0.69 -0.12 0.23
C -1.47 0.60 -1.45 -0.29
C -0.14 0.50 -1.79 -0.15
C 0.83 0.49 -0.81 -0.05
C 0.44 0.59 0.51 -0.20
C -0.90 0.69 0.88 0.26
O -1.09 0.77 2.23 -0.50
C -2.34 1.08 2.79 -0.24
H -3.07 0.28 2.64 0.18
H -2.75 2.01 2.37 0.18
H -2.16 1.22 3.85 0.19
H 1.17 0.58 1.31 0.21
C 2.31 0.37 -1.15 -0.23
C 2.88 -0.85 -0.49 -0.22
C 3.69 -0.77 0.60 0.51
N 4.16 -1.85 1.28 -0.49
C 3.81 -3.00 0.85 0.31
N 3.04 -3.20 -0.23 -0.58
C 2.50 -2.15 -0.99 0.64
O 1.81 -2.39 -1.95 -0.60
H 2.79 -4.14 -0.53 0.43
H 4.17 -3.87 1.39 0.20
O 4.12 0.41 1.12 -0.45
C 3.86 1.55 0.42 0.57
C 3.06 1.59 -0.67 -0.34
C 2.85 2.80 -1.33 0.29
N 2.68 3.80 -1.88 -0.34
N 4.56 2.61 0.92 -0.80
H 4.27 3.53 0.64 0.41
H 4.95 2.49 1.84 0.41
H 2.40 0.27 -2.24 0.24
H 0.14 0.43 -2.83 0.21
H -2.20 0.61 -2.24 0.22
H -5.13 0.86 -0.15 0.19
H -4.11 1.17 -1.56 0.18
H -5.14 -1.02 -1.81 0.21
H -3.42 -1.28 -1.50 0.21
H -3.90 -1.70 0.90 0.21
H -5.62 -1.51 0.60 0.20
H -4.74 -2.85 -0.14 0.21

---

Run two
44
Properties=species:S:1:pos:R:3:nbo_charge:R:1 method="wB97M-V/def2-TZVPD" lumo_ev=-0.09 homo_lumo_gap_ev=7.841 homo_ev=-7.931 smiles="COc1ccccc1-c1cn[nH]c1-c1ccc(OCC(=O)NN)cc1O"
C -5.61 1.23 2.02 -0.20
H -6.48 1.47 1.27 0.18
O -4.49 1.31 1.49 -0.49
C -3.29 1.05 2.05 0.30
C -3.34 0.52 3.19 -0.32
C -1.96 0.34 3.93 -0.13
C -0.69 0.60 3.24 -0.24
C -0.85 0.79 2.02 -0.22
C -2.00 1.10 1.37 -0.08
C -2.04 1.75 -0.01 -0.15
C -1.07 1.24 -0.86 0.10
N -1.38 2.00 -2.03 -0.37
N -2.48 3.03 -1.95 -0.25
C -2.71 2.81 -0.41 -0.03
H -3.51 3.30 -0.07 0.21
H -0.92 2.23 -3.00 0.44
C -0.22 0.36 -1.27 -0.14
C 1.10 0.56 -1.80 -0.13
C 1.89 -0.57 -1.78 -0.36
C 1.80 -1.72 -1.35 0.29
C 0.49 -2.14 -0.85 -0.24
C -0.27 -0.99 -0.58 0.30
O -1.59 -1.39 0.01 -0.71
H -2.07 -0.50 0.04 0.48
H 0.20 -3.31 -0.36 0.26
O 2.50 -2.84 -1.44 -0.49
C 3.75 -2.61 -2.33 -0.10
C 4.77 -1.85 -1.29 0.60
O 5.80 -1.10 -2.04 -0.77
N 4.59 -1.62 -0.12 -0.39
H 3.89 -2.36 0.44 0.40
N 5.45 -1.14 0.68 -0.61
H 6.35 -0.91 0.29 0.40
H 5.12 -0.07 0.81 0.34
H 3.67 -2.29 -3.25 0.21
H 4.25 -3.71 -2.02 0.23
H 2.84 -0.41 -2.39 0.23
H 1.39 1.70 -2.03 0.24
H 0.14 1.04 1.55 0.22
H 0.28 0.21 3.94 0.23
H -2.04 0.12 5.03 0.20
H -3.90 0.56 4.01 0.23
H -5.63 1.80 2.79 0.16
H -5.74 0.16 2.15 0.16

---

Run three
44
Properties=species:S:1:pos:R:3:nbo_charge:R:1 method="wB97M-V/def2-TZVPD" lumo_ev=0.56 homo_lumo_gap_ev=9.066 homo_ev=-8.502 smiles="Cc1ccc(NC(=O)NNC(=O)CN2C(=O)COc3ccccc32)cc1"
C -2.19 -3.70 0.41 -0.63
C -2.43 -2.22 0.39 -0.01
C -1.96 -1.40 1.41 -0.21
C -2.16 -0.03 1.37 -0.29
C -2.83 0.55 0.30 0.22
C -3.33 -0.27 -0.71 -0.25
C -3.13 -1.63 -0.66 -0.19
H -3.51 -2.26 -1.45 0.21
H -3.87 0.18 -1.53 0.22
N -3.05 1.94 0.24 -0.66
C -2.24 2.96 0.64 0.79
O -2.66 4.08 0.84 -0.62
N -0.90 2.66 0.84 -0.48
H -0.35 3.50 0.95 0.40
N -0.26 1.66 0.10 -0.47
C -0.20 1.70 -1.25 0.67
O -0.57 2.65 -1.91 -0.59
C 0.39 0.44 -1.89 -0.34
N 1.28 -0.30 -1.03 -0.44
C 1.03 -1.62 -0.82 0.67
O 0.10 -2.20 -1.32 -0.60
C 2.05 -2.33 0.06 -0.16
H 2.84 -2.73 -0.59 0.20
O 2.60 -1.52 1.07 -0.49
C 3.02 -0.29 0.64 0.33
C 4.06 0.34 1.31 -0.26
C 4.48 1.59 0.90 -0.21
C 3.88 2.21 -0.18 -0.21
C 2.83 1.59 -0.85 -0.23
C 2.39 0.34 -0.44 0.06
H 2.36 2.09 -1.67 0.23
H 4.21 3.18 -0.51 0.22
H 5.29 2.08 1.42 0.22
H 4.51 -0.16 2.15 0.23
H 1.56 -3.17 0.56 0.23
H 0.88 0.72 -2.83 0.23
H -0.44 -0.23 -2.13 0.28
H -0.10 0.79 0.60 0.41
H -3.96 2.24 -0.09 0.42
H -1.81 0.59 2.19 0.23
H -1.42 -1.83 2.24 0.21
H -1.87 -4.03 1.39 0.21
H -1.41 -3.93 -0.31 0.24
H -3.09 -4.24 0.13 0.22

---

Pick run three: it beats the second-best structure by 1.354 eV.

---

Run one
10
Properties=species:S:1:pos:R:3:nbo_charge:R:1 method="wB97M-V/def2-TZVPD" lumo_ev=-2.32 homo_lumo_gap_ev=8.392 homo_ev=-10.715 smiles="C1=C2N=NC=C2N=N1"
C 1.33 -0.14 -1.15 0.03
C -0.04 -0.26 0.67 0.09
C -1.36 0.19 1.12 0.02
C 0.05 0.30 -0.64 0.07
H 1.85 0.10 -1.99 0.23
H -1.74 -0.06 2.16 0.24
N 1.90 -0.75 -0.21 -0.20
N 1.01 -0.95 0.99 -0.14
N -1.99 0.72 0.14 -0.20
N -1.00 0.83 -1.07 -0.13

---

Run two
10
Properties=species:S:1:pos:R:3:nbo_charge:R:1 method="wB97M-V/def2-TZVPD" lumo_ev=-2.09 homo_lumo_gap_ev=8.463 homo_ev=-10.550
C 1.93 0.01 0.10 0.35
C 0.07 -0.76 -0.10 0.33
C -1.93 -0.04 0.12 0.31
C -0.07 0.75 -0.03 0.33
H 2.95 0.16 0.24 0.19
H -2.95 -0.48 0.12 0.22
N 1.36 -1.11 -0.07 -0.46
N -1.06 -1.26 0.03 -0.42
N -1.42 1.11 -0.08 -0.44
N 1.11 1.33 0.00 -0.40

---

Pick run two: it beats the second-best structure by 1.430 eV.

---

Run one
18
Properties=species:S:1:pos:R:3:nbo_charge:R:1 method="wB97M-V/def2-TZVPD" lumo_ev=0.87 homo_lumo_gap_ev=10.333 homo_ev=-9.461 smiles="C=C(C)F.CNC=O"
C -1.39 0.51 -0.70 0.53
C 1.94 -0.48 0.38 -0.54
C 1.27 1.34 2.07 -0.69
C -2.09 -1.67 -1.39 -0.45
C 1.89 0.74 0.83 0.44
N -1.78 -0.27 -1.76 -0.61
O -1.39 0.20 0.48 -0.62
F 2.51 1.74 0.16 -0.35
H 2.62 -0.58 -0.50 0.21
H -1.09 1.53 -0.98 0.12
H 1.58 -1.38 0.90 0.23
H 1.09 2.41 1.84 0.23
H 1.99 0.98 2.82 0.23
H 0.36 0.93 2.31 0.24
H -2.69 -1.57 -0.45 0.25
H -2.32 -2.19 -2.33 0.21
H -1.10 -2.07 -1.05 0.19
H -1.38 -0.16 -2.62 0.39

---

Run two
18
Properties=species:S:1:pos:R:3:nbo_charge:R:1 method="wB97M-V/def2-TZVPD" lumo_ev=0.95 homo_lumo_gap_ev=10.432 homo_ev=-9.482 smiles=CO[C@@H]1[C@@H](F)[C@@H]1CN
C -1.87 1.10 -0.10 -0.29
C -0.35 0.15 1.12 0.05
C 1.02 -0.21 1.41 0.17
C 0.30 -1.02 0.33 -0.32
C 0.68 -0.96 -1.16 -0.23
H -2.67 0.89 0.63 0.18
H -2.24 2.20 -0.44 0.20
H -1.84 0.35 -0.95 0.19
H -0.98 -0.20 1.89 0.19
H 1.71 0.52 1.03 0.18
H -0.02 -2.07 0.59 0.24
H -0.27 -0.78 -1.82 0.19
H 1.11 -2.05 -1.54 0.21
H 0.96 1.03 -1.56 0.36
H 2.37 0.23 -0.98 0.35
N 1.53 0.21 -1.65 -0.83
O -0.62 1.37 0.59 -0.51
F 1.18 -0.76 2.62 -0.33

---

Pick run one: it beats the second-best structure by 1.639 eV.

---

Run one
16
Properties=species:S:1:pos:R:3:nbo_charge:R:1 method="wB97M-V/def2-TZVPD" lumo_ev=-0.05 homo_lumo_gap_ev=8.407 homo_ev=-8.456 smiles="S=CN1C[C@@H]1CCCl"
C 0.41 1.57 -1.41 -0.30
C 1.08 0.17 -0.97 -0.44
C 0.05 -0.85 -0.61 -0.06
C 0.27 -1.90 0.48 -0.22
C -0.39 0.32 1.70 -0.04
H -0.50 1.85 -0.88 0.23
H 1.14 2.23 -1.58 0.21
H 1.80 -0.27 -1.66 0.24
H 1.76 0.17 0.01 0.20
H -0.66 -1.19 -1.39 0.23
H 1.26 -1.76 0.78 0.20
H -0.29 -2.92 0.59 0.24
H -0.25 1.59 1.30 0.22
N -0.48 -0.66 0.69 -0.44
S -0.51 -0.26 3.38 -0.16
Cl -0.08 0.79 -3.01 -0.11

---

Run two
16
Properties=species:S:1:pos:R:3:nbo_charge:R:1 method="wB97M-V/def2-TZVPD" lumo_ev=-0.62 homo_lumo_gap_ev=8.164 homo_ev=-8.785
C -1.66 -0.76 0.52 -0.30
C -0.87 0.45 0.79 -0.52
C -0.25 1.22 -0.29 -0.02
C 1.15 1.96 0.33 -0.22
C 1.73 -0.42 -0.83 -0.02
H -0.98 -1.34 -0.33 0.20
H -1.84 -1.59 1.32 0.25
H -1.59 0.90 1.49 0.25
H 0.03 -0.08 1.16 0.25
H -0.77 1.81 -0.96 0.22
H 1.32 1.69 1.39 0.22
H 1.37 3.07 0.00 0.24
H 1.12 -1.05 -1.84 0.24
N 1.12 0.88 -0.68 -0.46
S 3.19 -1.03 0.21 -0.19
Cl -3.42 -0.46 -0.24 -0.15

---

Pick run one: it beats the second-best structure by 1.009 eV.

---

Run one
22
Properties=species:S:1:pos:R:3:nbo_charge:R:1 method="wB97M-V/def2-TZVPD" lumo_ev=-3.30 homo_lumo_gap_ev=9.599 homo_ev=-12.897 charge=+1
C 1.82 0.79 -2.68 -0.42
N 1.59 0.41 -1.29 -0.52
C 2.50 0.33 -0.37 0.40
N 2.25 -0.02 0.88 -0.72
H 1.81 1.87 -2.81 0.23
H 1.06 0.32 -3.29 0.24
H 2.79 0.41 -3.02 0.23
H 0.62 0.15 -1.07 0.44
H 3.53 0.53 -0.65 0.23
H 1.30 -0.13 1.19 0.42
H 2.96 0.13 1.57 0.43
C -1.78 0.82 0.92 -0.22
C -1.91 -0.70 0.97 -0.52
S -0.97 -1.53 -0.36 -0.06
N -2.39 1.37 2.15 -0.80
H -0.73 1.11 0.77 0.13
H -2.37 1.22 0.09 0.21
H -1.55 -1.08 1.92 0.22
H -2.97 -0.95 0.88 0.25
H -0.20 -2.31 0.40 0.14
H -1.79 1.09 2.92 0.34
H -2.27 2.38 2.16 0.37

---

Run two
22
Properties=species:S:1:pos:R:3:nbo_charge:R:1 method="wB97M-V/def2-TZVPD" lumo_ev=-3.37 homo_lumo_gap_ev=7.545 homo_ev=-10.918 charge=+1
C -2.58 -1.45 -0.57 -0.47
C -0.53 -2.77 -0.65 0.70
N -1.65 -2.34 -1.19 -0.54
N -0.09 -2.12 0.43 -0.75
N 0.36 -3.64 -1.51 -0.81
H -2.12 -2.84 -1.88 0.42
H -0.67 -1.60 1.10 0.45
H 0.83 -2.36 0.71 0.43
H 0.07 -3.87 -2.46 0.42
H 1.36 -3.45 -1.43 0.42
H -2.27 -0.69 0.30 0.24
H -3.37 -2.16 -0.05 0.23
H -3.00 -0.73 -1.35 0.26
C 1.64 2.58 2.05 -0.76
C 1.30 4.16 -0.21 -0.69
S 0.87 2.37 0.39 0.09
H 1.07 2.01 2.86 0.22
H 2.67 2.01 2.06 0.22
H 1.74 3.57 2.45 0.23
H 2.36 3.95 -0.74 0.23
H 1.45 4.80 0.67 0.22
H 0.56 4.56 -0.97 0.24

---

Pick run one: it beats the second-best structure by 1.608 eV.

---

Run one
26
Properties=species:S:1:pos:R:3:nbo_charge:R:1 method="wB97M-V/def2-TZVPD" lumo_ev="-0.81 / -0.81" homo_lumo_gap_ev="7.099 / 7.100" homo_ev="-7.908 / -7.909" smiles="C=c1cccc/c1=C(/C#N)C(C)C"
C -1.39 0.30 1.55 0.27
C 0.43 -3.20 -1.62 -0.26
C 1.23 -2.06 -1.74 -0.15
C -0.42 -3.32 -0.57 -0.14
C 1.12 -1.04 -0.88 -0.24
C -0.49 -2.29 0.39 -0.12
C 0.03 -0.95 -0.01 0.03
C -0.54 -2.63 1.68 -0.27
C -0.43 0.21 0.55 -0.15
C -1.24 2.50 0.06 -0.61
C 1.14 2.12 0.79 -0.62
C -0.04 1.59 -0.01 -0.22
N -2.18 0.28 2.41 -0.33
H 0.52 -3.89 -2.39 0.21
H 2.16 -2.17 -2.38 0.22
H -1.17 -4.12 -0.45 0.23
H 1.71 -0.21 -1.17 0.22
H -0.81 -3.66 2.08 0.21
H -0.15 -1.90 2.47 0.22
H -0.95 3.45 -0.22 0.21
H -1.80 2.43 1.05 0.22
H -1.91 2.20 -0.64 0.21
H 0.64 2.54 1.69 0.22
H 1.67 2.96 0.23 0.21
H 2.06 1.42 0.90 0.22
H 0.24 1.54 -1.11 0.21

---

Run two
26
Properties=species:S:1:pos:R:3:nbo_charge:R:1 method="wB97M-V/def2-TZVPD" lumo_ev=0.73 homo_lumo_gap_ev=8.935 homo_ev=-8.207 smiles=C[C@H](N)c1cccc2ccccc12
C 2.27 -1.21 1.04 -0.62
C 1.83 -0.64 -0.29 -0.07
C 0.67 0.35 -0.11 -0.04
C 1.01 1.62 -0.08 -0.21
C 0.01 2.66 0.14 -0.20
C -1.28 2.21 0.18 -0.19
C -1.63 0.84 0.23 -0.08
C -3.03 0.49 -0.11 -0.15
C -3.35 -0.81 -0.25 -0.24
C -2.31 -1.78 -0.19 -0.19
C -0.97 -1.52 0.06 -0.21
C -0.66 -0.11 0.12 0.02
H 3.07 -1.97 0.99 0.21
H 1.34 -1.45 1.70 0.22
H 2.74 -0.31 1.57 0.22
H 1.48 -1.54 -0.94 0.17
H 2.86 0.16 -1.86 0.36
H 3.79 -0.61 -0.89 0.36
H 2.08 1.83 0.05 0.24
H 0.27 3.67 0.20 0.21
H -2.06 2.94 0.23 0.20
H -3.82 1.27 -0.28 0.21
H -4.34 -1.11 -0.42 0.21
H -2.77 -2.79 -0.28 0.21
H -0.20 -2.18 0.03 0.21
N 3.01 -0.01 -0.85 -0.83

---

Pick run two: it beats the second-best structure by 2.459 eV.